The following is a quantum chemistry calculation of a structure of composition C42H41N7O3Ti, from the Open Molecules 2025 dataset.

Output
Kohn-Sham gap: 0.22504 Eh
Multiplicity: 1

Geometry (Å):
Ti 0.525 0.298 0.308
C -0.167 -1.875 -2.571
C 1.025 -2.828 -2.411
C 1.990 -2.656 -1.265
C 3.339 -2.942 -1.461
C 4.177 -3.015 -0.363
C 3.639 -2.817 0.896
C 2.296 -2.490 0.989
N 1.488 -2.420 -0.059
N -0.914 -1.448 -1.381
C -2.087 -0.740 -1.893
C -3.002 -0.094 -0.886
C -4.268 0.336 -1.291
C -5.074 0.993 -0.378
C -4.605 1.176 0.917
C -3.345 0.695 1.226
N -2.563 0.086 0.346
C -1.300 -2.563 -0.524
C -1.236 -2.281 0.960
C -1.849 -3.192 1.819
C -1.829 -2.973 3.183
C -1.229 -1.812 3.646
C -0.616 -0.972 2.730
N -0.589 -1.215 1.420
H -0.855 -2.382 -3.278
H 0.184 -0.964 -3.061
H 1.585 -2.772 -3.346
H 0.660 -3.861 -2.343
H 3.723 -3.140 -2.451
H 5.224 -3.253 -0.487
H 4.246 -2.929 1.782
H 1.825 -2.353 1.953
H -2.701 -1.429 -2.512
H -1.731 0.062 -2.555
H -4.604 0.164 -2.304
H -6.056 1.346 -0.664
H -5.193 1.691 1.663
H -2.925 0.798 2.220
H -0.623 -3.403 -0.699
H -2.322 -2.906 -0.761
H -2.334 -4.065 1.413
H -2.277 -3.679 3.866
H -1.216 -1.568 4.695
H -0.126 -0.057 3.042
C 5.448 -0.268 -2.566
O 4.108 -0.419 -2.173
C 3.162 0.161 -2.979
C 3.337 0.444 -4.315
C 2.375 1.174 -5.020
C 1.284 1.674 -4.360
C 1.050 1.356 -3.013
C 0.013 2.007 -2.284
N -0.182 1.829 -1.016
N -0.985 2.742 -0.406
C -1.024 2.528 0.892
O -0.514 1.496 1.439
C -1.598 3.611 1.718
C -2.215 4.707 1.118
C -2.606 5.793 1.876
C -2.404 5.794 3.248
C -1.823 4.693 3.857
C -1.422 3.606 3.101
C 1.946 0.503 -2.309
O 1.697 0.073 -1.122
H 5.747 -1.052 -3.272
H 6.049 -0.340 -1.658
H 5.618 0.709 -3.029
H 4.234 0.134 -4.830
H 2.525 1.374 -6.069
H 0.597 2.333 -4.869
H -0.561 2.786 -2.794
H -2.332 4.693 0.047
H -3.047 6.656 1.398
H -2.692 6.654 3.838
H -1.661 4.701 4.926
H -0.924 2.765 3.561
C 2.425 3.116 0.672
C 2.622 2.608 2.074
C 3.090 3.454 3.057
C 3.332 3.009 4.348
C 3.160 1.664 4.634
C 2.708 0.776 3.682
C 2.642 -0.690 4.007
C 2.352 1.234 2.374
N 1.801 0.421 1.491
H 3.285 3.710 0.358
H 1.540 3.755 0.596
H 2.311 2.262 -0.007
H 3.277 4.490 2.809
H 3.678 3.690 5.110
H 3.395 1.300 5.626
H 2.950 -0.860 5.037
H 3.317 -1.238 3.350
H 1.641 -1.099 3.866

The following is a quantum chemistry calculation of a structure of composition C42H41N9O6STi, from the Open Molecules 2025 dataset.

Output
Kohn-Sham gap (spin up / spin down): 0.17876 / 0.19548 Eh
Multiplicity: 2
Expectation value of S²: 0.78
Net charge: +1

Geometry (Å):
Ti 0.203 -1.646 0.510
C -4.940 2.321 2.558
C -4.122 1.174 2.025
C -4.263 0.776 0.685
C -3.536 -0.297 0.144
C -3.642 -0.905 -1.135
N -4.097 -0.347 -2.301
C -3.870 1.012 -2.756
C -3.078 1.015 -4.069
C -1.560 0.846 -3.998
N -1.047 -0.427 -3.441
C -0.806 -1.495 -4.123
C -0.271 -2.736 -3.618
C -0.093 -3.796 -4.517
C 0.364 -5.038 -4.120
C 0.558 -6.170 -5.090
C 0.608 -5.206 -2.755
C 0.449 -4.194 -1.819
C 0.606 -4.520 -0.407
N 0.417 -3.761 0.604
C 0.560 -4.378 1.945
C 1.391 -3.521 2.896
C 0.546 -2.472 3.604
N -0.341 -1.802 2.640
C -1.370 -1.184 3.103
C -2.400 -0.497 2.318
C -3.232 0.506 2.854
C -2.550 -0.850 0.998
O -1.680 -1.706 0.465
C 0.047 -2.910 -2.252
O -0.063 -1.923 -1.431
H -5.767 2.563 1.891
H -5.355 2.088 3.538
H -4.327 3.218 2.668
H -5.012 1.270 0.076
H -3.353 -1.943 -1.218
H -4.343 -1.003 -3.024
H -4.818 1.531 -2.914
H -3.337 1.558 -1.976
H -3.506 0.256 -4.732
H -3.228 1.971 -4.575
H -1.133 0.954 -4.995
H -1.122 1.622 -3.373
H -0.756 -0.436 -2.456
H -1.040 -1.452 -5.185
H -0.327 -3.634 -5.565
H 0.418 -5.835 -6.116
H 1.561 -6.589 -5.011
H -0.152 -6.977 -4.905
H 0.927 -6.183 -2.404
H 0.871 -5.560 -0.211
H -0.448 -4.512 2.345
H 1.003 -5.367 1.818
H 1.846 -4.164 3.650
H 2.212 -3.057 2.346
H -0.071 -2.954 4.366
H 1.172 -1.726 4.097
H -1.497 -1.159 4.188
H -3.143 0.782 3.899
O 1.989 -1.562 0.356
C 3.252 -1.134 0.603
C 4.333 -1.780 0.031
C 5.610 -1.321 0.320
C 5.784 -0.234 1.170
C 4.688 0.404 1.725
C 3.394 -0.035 1.444
C 2.204 0.649 1.952
N 0.926 0.321 1.750
C 0.185 1.315 2.359
C 1.014 2.233 2.916
N 2.275 1.804 2.644
H 4.163 -2.618 -0.631
H 6.468 -1.810 -0.120
H 6.779 0.122 1.398
H 4.855 1.252 2.378
H -0.886 1.336 2.323
H 0.834 3.157 3.435
H 3.098 2.358 2.859
O 3.278 6.718 4.137
S 3.476 5.802 3.045
O 3.485 4.389 3.435
O 4.487 6.150 2.073
C 1.960 5.913 2.063
N 1.175 6.992 2.108
C 0.100 6.976 1.332
C -0.245 5.909 0.508
C 0.638 4.848 0.532
N 1.719 4.852 1.297
C 0.483 3.545 -0.183
C -0.724 2.904 -0.422
C -0.690 1.569 -0.813
N 0.435 0.887 -1.032
C 1.583 1.564 -0.931
C 1.659 2.864 -0.500
H -0.534 7.856 1.376
H -1.122 5.938 -0.123
H -1.671 3.373 -0.180
H -1.618 1.009 -0.876
H 2.486 1.008 -1.155
H 2.613 3.348 -0.344

The following is a quantum chemistry calculation of a structure of composition C42H42As2IrN6O10S, from the Open Molecules 2025 dataset.

Output
Kohn-Sham gap (spin up / spin down): 0.16696 / 0.16044 Eh
Multiplicity: 2
Expectation value of S²: 0.87
Net charge: +2

Geometry (Å):
Ir -0.377 -0.150 0.075
C -3.076 -0.363 4.759
C -2.088 -1.338 4.760
C -1.027 -1.265 3.879
C -0.936 -0.187 2.984
C -1.928 0.806 3.006
C -2.983 0.716 3.890
N 0.074 -0.105 2.047
C 1.393 -0.169 2.339
C 1.971 -0.130 3.617
C 3.348 -0.149 3.744
C 4.178 -0.205 2.625
C 3.642 -0.226 1.345
C 2.261 -0.191 1.200
N 1.591 -0.161 0.017
N 2.208 0.000 -1.120
C 1.406 0.124 -2.166
C 1.928 0.371 -3.458
C 1.067 0.522 -4.512
C -0.314 0.412 -4.283
C -0.772 0.172 -3.008
N 0.039 0.040 -1.957
H -3.919 -0.440 5.428
H -2.152 -2.160 5.456
H -0.271 -2.036 3.844
H -1.833 1.646 2.336
H -3.734 1.491 3.911
H 1.343 -0.062 4.491
H 3.789 -0.112 4.726
H 5.250 -0.219 2.746
H 4.257 -0.281 0.460
H 2.997 0.465 -3.556
H 1.442 0.732 -5.501
H -1.018 0.530 -5.089
H -1.832 0.070 -2.813
C -5.726 -1.281 1.041
N -4.577 -0.579 0.537
C -4.581 0.483 -0.313
C -3.277 0.798 -0.546
N -2.478 -0.068 0.148
C -3.303 -0.878 0.798
H -6.631 -0.806 0.671
H -5.733 -1.270 2.131
H -5.705 -2.318 0.704
H -5.486 0.924 -0.680
H -2.868 1.582 -1.150
H -3.004 -1.679 1.446
O -1.084 9.452 -0.399
C -0.005 8.737 -0.697
O 0.997 9.261 -1.097
C -0.064 7.242 -0.515
C -1.230 6.524 -0.244
C -1.175 5.163 -0.031
C 0.054 4.490 -0.094
S 0.170 2.812 0.285
C 1.221 5.202 -0.420
C 1.152 6.556 -0.634
H -1.839 8.958 -0.058
H -2.197 7.004 -0.195
H -2.070 4.610 0.210
H 2.161 4.676 -0.484
H 2.035 7.126 -0.881
C 4.363 -4.494 1.697
O 3.635 -4.212 0.503
C 2.579 -3.448 0.593
O 2.122 -2.984 1.626
C 1.822 -3.263 -0.665
C 2.346 -3.080 -1.880
As 1.434 -2.966 -3.611
C 1.598 -4.894 -4.007
C -0.428 -3.121 -3.035
C -0.913 -3.373 -1.815
As -0.025 -3.002 -0.140
C -0.392 -4.647 0.890
C -2.333 -3.653 -1.531
O -2.842 -3.199 -0.518
O -2.922 -4.474 -2.366
C -4.294 -4.777 -2.123
C -1.342 -2.875 -4.171
O -2.434 -2.374 -4.060
O -0.737 -3.126 -5.331
C -1.486 -2.844 -6.512
C 3.802 -2.858 -2.081
O 4.542 -2.364 -1.272
O 4.132 -3.150 -3.342
C 5.485 -2.920 -3.729
H 5.151 -5.182 1.403
H 3.711 -4.955 2.442
H 4.785 -3.577 2.110
H 2.645 -5.110 -4.212
H 1.012 -5.120 -4.896
H 1.252 -5.513 -3.178
H -0.090 -5.521 0.308
H -1.457 -4.704 1.114
H 0.169 -4.614 1.824
H -4.663 -5.247 -3.031
H -4.849 -3.863 -1.910
H -4.381 -5.461 -1.276
H -0.781 -2.863 -7.339
H -1.960 -1.865 -6.430
H -2.258 -3.602 -6.654
H 5.491 -2.849 -4.814
H 6.111 -3.751 -3.401
H 5.850 -1.996 -3.279

The following is a quantum chemistry calculation of a structure of composition C42H42AsF6N3O7S2Ti, from the Open Molecules 2025 dataset.

Output
Kohn-Sham gap (spin up / spin down): 0.29757 / 0.16558 Eh
Multiplicity: 2
Expectation value of S²: 0.78
Net charge: +1

Geometry (Å):
Ti 0.387 0.352 -0.837
C -0.239 -4.284 3.522
C 0.453 -3.308 2.608
C 1.951 -3.486 2.554
O -0.119 -3.440 1.305
C -0.269 -2.144 0.790
C -0.707 -1.398 2.053
O 0.174 -1.952 3.018
C -0.633 0.147 2.016
O 0.023 0.547 0.847
C -1.976 0.841 2.211
C -2.113 2.168 1.754
C -3.320 2.823 1.875
C -4.394 2.189 2.500
C -4.239 0.906 3.030
C -3.041 0.241 2.906
C -0.030 0.782 3.230
C 0.745 1.974 3.072
C 1.328 2.547 4.162
C 1.106 1.998 5.441
C 0.302 0.850 5.618
C -0.282 0.258 4.542
C -1.199 -2.091 -0.454
O -0.882 -0.865 -1.144
C -2.658 -2.123 -0.009
C -3.155 -3.258 0.636
C -4.482 -3.313 1.034
C -5.338 -2.244 0.780
C -4.849 -1.119 0.143
C -3.509 -1.052 -0.237
C -0.875 -3.258 -1.403
C 0.445 -3.653 -1.592
C 0.759 -4.675 -2.474
C -0.242 -5.309 -3.195
C -1.558 -4.909 -3.031
C -1.872 -3.886 -2.144
H -0.083 -5.303 3.162
H -1.313 -4.077 3.542
H 0.162 -4.193 4.532
H 2.185 -4.493 2.209
H 2.380 -3.332 3.547
H 2.391 -2.756 1.871
H 0.713 -1.763 0.487
H -1.726 -1.706 2.270
H -1.266 2.667 1.308
H -3.424 3.834 1.500
H -5.344 2.699 2.593
H -5.066 0.422 3.536
H -2.949 -0.748 3.341
H 0.909 2.375 2.087
H 1.961 3.416 4.037
H 1.546 2.474 6.309
H 0.147 0.443 6.610
H -0.896 -0.622 4.673
H -2.496 -4.098 0.814
H -4.855 -4.201 1.531
H -6.380 -2.298 1.072
H -5.507 -0.279 -0.062
H -3.130 -0.160 -0.714
H 1.248 -3.172 -1.049
H 1.793 -4.976 -2.599
H 0.004 -6.106 -3.888
H -2.349 -5.393 -3.593
H -2.907 -3.585 -2.033
C -1.370 6.117 0.054
C -0.487 5.566 -1.073
C -0.855 4.158 -1.421
N -0.419 3.124 -0.803
N -0.941 1.936 -1.260
C -1.791 2.087 -2.261
N -2.426 1.069 -2.859
S -2.022 3.745 -2.664
H -1.074 7.137 0.300
H -1.265 5.505 0.954
H -2.423 6.132 -0.239
H 0.556 5.557 -0.759
H -0.576 6.200 -1.956
H -2.022 0.152 -2.708
H -2.861 1.226 -3.751
F 1.983 1.740 -0.761
As 3.612 1.326 0.132
F 4.171 0.234 -1.039
F 2.680 0.094 0.893
F 4.946 1.004 1.128
F 3.026 2.479 1.276
F 4.317 2.595 -0.745
C 6.601 2.367 -4.924
C 5.302 1.707 -4.536
C 5.158 0.323 -4.638
C 4.008 -0.306 -4.208
C 2.982 0.469 -3.678
C 3.073 1.853 -3.616
C 4.240 2.460 -4.045
S 1.589 -0.355 -3.051
O 1.786 -0.729 -1.582
O 1.296 -1.475 -3.872
O 0.496 0.657 -2.914
H 7.027 1.910 -5.818
H 7.328 2.252 -4.117
H 6.469 3.434 -5.103
H 5.966 -0.267 -5.055
H 3.895 -1.383 -4.272
H 2.244 2.439 -3.249
H 4.336 3.537 -3.975

The following is a quantum chemistry calculation of a structure of composition C42H42BrCl3N5O2SW, from the Open Molecules 2025 dataset.

Output
Kohn-Sham gap (spin up / spin down): 0.20449 / 0.22068 Eh
Multiplicity: 3
Expectation value of S²: 2.03
Net charge: +1

Geometry (Å):
W -0.720 -0.788 0.799
C 2.397 -1.123 2.221
C 1.579 -0.002 2.809
C 2.151 0.827 3.744
C 1.427 1.910 4.277
C 0.128 2.083 3.880
C -0.452 1.202 2.957
N 0.289 0.161 2.384
C -1.848 1.206 2.644
C -2.829 1.985 3.279
C -4.167 1.685 3.087
C -4.533 0.610 2.298
C -3.533 -0.126 1.645
N -2.208 0.214 1.761
C -3.734 -1.295 0.850
C -5.000 -1.738 0.446
C -5.121 -2.833 -0.367
C -3.952 -3.528 -0.695
C -2.720 -3.086 -0.271
C -1.529 -3.921 -0.617
N -2.556 -1.939 0.459
H 3.426 -0.792 2.096
H 2.021 -1.460 1.243
H 2.410 -1.977 2.900
H 3.170 0.660 4.056
H 1.886 2.585 4.980
H -0.465 2.890 4.275
H -2.549 2.772 3.953
H -4.920 2.262 3.594
H -5.567 0.329 2.209
H -5.868 -1.186 0.756
H -6.081 -3.159 -0.731
H -4.009 -4.425 -1.285
H -1.784 -4.974 -0.530
H -0.685 -3.726 0.042
H -1.213 -3.744 -1.646
C -1.645 5.845 -3.489
C -0.787 4.762 -4.162
C 0.538 5.389 -4.610
C -1.513 4.242 -5.410
C -0.581 3.650 -3.147
C -1.604 2.751 -2.864
C -1.413 1.834 -1.860
Br -2.731 0.495 -1.477
C -0.269 1.737 -1.054
O -0.328 0.872 -0.023
C 0.811 2.568 -1.422
C 0.604 3.496 -2.440
C 2.235 2.416 -0.901
C 2.296 1.613 0.394
C 2.998 1.634 -1.982
C 2.906 3.774 -0.645
H -1.808 6.666 -4.183
H -1.148 6.234 -2.602
H -2.609 5.442 -3.190
H 0.338 6.116 -5.394
H 1.207 4.629 -5.009
H 1.032 5.912 -3.793
H -1.524 5.016 -6.174
H -2.543 3.974 -5.194
H -1.005 3.368 -5.811
H -2.531 2.759 -3.411
H 1.435 4.128 -2.701
H 1.977 0.588 0.196
H 1.663 2.065 1.155
H 3.319 1.588 0.761
H 2.519 0.671 -2.146
H 4.025 1.465 -1.670
H 3.004 2.171 -2.926
H 2.271 4.409 -0.032
H 3.140 4.306 -1.562
H 3.844 3.619 -0.116
Cl 0.439 -5.879 6.304
C 0.301 -4.858 4.930
C -0.505 -3.728 4.999
C -0.650 -2.945 3.872
Cl -1.712 -1.591 3.835
C 0.019 -3.209 2.663
O -0.138 -2.406 1.613
C 0.822 -4.364 2.641
Cl 1.628 -4.776 1.174
C 0.955 -5.183 3.749
H -1.017 -3.477 5.914
H 1.551 -6.078 3.691
C 4.600 -3.985 -0.496
C 3.326 -3.884 -1.263
C 2.939 -4.846 -2.200
C 1.693 -4.700 -2.785
N 0.892 -3.690 -2.481
C 1.365 -2.810 -1.615
S 0.385 -1.376 -1.335
N 2.531 -2.852 -0.992
H 5.353 -4.532 -1.055
H 4.402 -4.526 0.429
H 4.968 -2.998 -0.232
H 3.578 -5.673 -2.456
H 1.313 -5.404 -3.516